No. 1
159
Properties=species:S:1:pos:R:3 method="wB97M-V/def2-TZVPD" e_above_lowest_ev=0.000 fmax_ev_per_a=1.65 total_charge=+1
C -3.888 -1.256 3.275
C -4.415 0.016 3.949
C -3.345 1.106 4.197
C -3.697 2.419 3.504
C -3.023 3.643 4.125
C -1.507 3.457 4.318
C -0.695 3.190 3.031
C -0.012 1.857 2.982
C 0.444 1.180 4.097
N 1.020 0.019 3.636
C 0.944 -0.060 2.300
C 1.508 -1.220 1.571
C 0.748 -2.560 1.716
C -0.070 -2.737 2.996
N 0.325 1.082 1.860
C 0.042 1.511 0.488
Br 1.642 1.487 -0.615
C -1.136 0.826 -0.227
C -2.357 0.683 0.658
Br -0.673 -0.859 -1.102
H -4.586 -1.531 2.490
H -3.834 -2.118 3.936
H -2.913 -1.129 2.816
H -5.161 0.445 3.286
H -4.929 -0.219 4.876
H -3.176 1.270 5.260
H -2.407 0.696 3.822
H -4.773 2.555 3.592
H -3.486 2.410 2.436
H -3.159 4.539 3.526
H -3.440 3.761 5.122
H -1.136 4.391 4.729
H -1.365 2.712 5.095
H 0.091 3.939 2.996
H -1.321 3.375 2.160
H 0.377 1.453 5.129
H 1.450 -0.725 4.165
H 1.667 -1.026 0.522
H 2.496 -1.381 2.002
H 1.511 -3.331 1.741
H 0.114 -2.791 0.872
H -0.691 -3.620 2.895
H 0.585 -2.933 3.845
H -0.740 -1.910 3.218
H -0.214 2.561 0.555
H -1.408 1.474 -1.050
H -2.112 0.865 1.698
H -3.074 1.439 0.362
H -2.862 -0.269 0.572
C 3.169 4.955 6.687
C 2.076 4.051 6.166
O 0.928 4.869 6.258
C 1.355 6.168 6.122
O 0.644 7.082 5.887
O 2.696 6.243 6.286
F 1.902 2.954 6.950
H 3.245 4.911 7.774
H 4.143 4.746 6.251
H 2.210 3.729 5.130
C 5.822 -4.638 1.516
C 4.870 -3.472 1.394
O 3.890 -3.777 2.375
C 4.518 -4.515 3.351
O 4.064 -4.702 4.427
O 5.703 -4.969 2.908
F 4.275 -3.418 0.176
H 5.512 -5.489 0.909
H 6.848 -4.384 1.266
H 5.312 -2.498 1.616
C -4.339 2.538 -2.977
C -5.265 3.729 -2.995
O -6.150 3.435 -1.925
C -5.472 2.673 -1.032
O -5.811 2.458 0.083
O -4.330 2.183 -1.586
F -5.972 3.801 -4.148
H -4.738 1.704 -3.555
H -3.339 2.772 -3.332
H -4.771 4.678 -2.812
C 2.377 1.235 -4.912
C 3.701 1.138 -4.194
O 4.627 1.468 -5.207
C 3.980 2.304 -6.083
O 4.520 2.963 -6.900
O 2.641 2.261 -5.873
F 3.951 -0.125 -3.766
H 2.127 0.306 -5.426
H 1.556 1.513 -4.255
H 3.813 1.830 -3.356
C -2.424 7.166 -4.125
C -1.895 8.106 -3.066
O -2.609 7.682 -1.908
C -2.890 6.366 -2.065
O -3.250 5.634 -1.200
O -2.709 5.988 -3.353
F -2.205 9.391 -3.331
H -3.344 7.538 -4.575
H -1.702 6.954 -4.909
H -0.824 8.025 -2.878
C 5.811 -0.551 -7.231
C 5.019 -1.828 -7.092
O 5.300 -2.491 -8.309
C 6.543 -2.079 -8.716
O 7.190 -2.623 -9.542
O 6.920 -0.971 -8.032
F 3.681 -1.579 -7.016
H 5.248 0.218 -7.764
H 6.141 -0.156 -6.277
H 5.313 -2.462 -6.255
C -7.833 -3.001 2.870
C -8.446 -3.363 4.204
O -7.503 -4.284 4.729
C -6.293 -3.964 4.205
O -5.248 -4.352 4.613
O -6.432 -3.128 3.147
F -9.640 -3.977 4.062
H -8.114 -3.706 2.087
H -8.077 -1.992 2.547
H -8.555 -2.526 4.896
C -0.130 9.184 2.217
C -0.603 8.961 0.801
O -0.015 7.704 0.478
C 0.114 7.020 1.646
O 0.333 5.854 1.735
O -0.036 7.838 2.702
F -0.128 9.898 -0.052
H 0.854 9.653 2.251
H -0.824 9.767 2.815
H -1.685 8.892 0.690
C 4.471 -7.488 -2.704
C 3.493 -8.421 -2.026
O 4.251 -8.903 -0.922
C 5.144 -7.931 -0.598
O 5.765 -7.878 0.413
O 5.241 -7.018 -1.590
F 3.153 -9.463 -2.819
H 5.124 -8.012 -3.401
H 3.991 -6.665 -3.218
H 2.585 -7.941 -1.659
C 4.645 -5.611 -7.715
C 3.876 -6.708 -7.010
O 4.327 -6.578 -5.665
C 4.661 -5.266 -5.489
O 4.823 -4.749 -4.432
O 4.776 -4.636 -6.672
F 4.209 -7.932 -7.472
H 5.634 -5.945 -8.029
H 4.119 -5.198 -8.570
H 2.791 -6.596 -7.039
C -3.202 -4.230 0.725
C -3.904 -5.570 0.736
O -3.428 -6.169 -0.457
C -2.194 -5.658 -0.705
O -1.409 -6.117 -1.462
O -1.975 -4.545 0.047
F -5.248 -5.440 0.656
H -3.756 -3.487 0.149
H -3.012 -3.839 1.721
H -3.656 -6.206 1.586

***

No. 2
126
Properties=species:S:1:pos:R:3 method="wB97M-V/def2-TZVPD" e_above_lowest_ev=0.478 fmax_ev_per_a=1.04 total_charge=+1 multiplicity=4
Tc 0.446 0.320 -0.376
C 1.754 -3.391 -2.121
C 0.919 -2.161 -1.914
O 1.305 -1.352 -0.992
C -0.164 -1.937 -2.748
C -1.030 -0.829 -2.729
C -2.080 -0.694 -3.788
N -0.965 0.125 -1.808
N -1.918 1.111 -1.846
C -1.705 2.022 -0.949
O -0.638 1.988 -0.189
C -2.684 3.095 -0.722
C -2.576 3.853 0.445
C -3.500 4.849 0.713
C -4.532 5.094 -0.182
C -4.653 4.326 -1.332
C -3.736 3.325 -1.604
H 2.269 -3.666 -1.202
H 2.503 -3.187 -2.890
H 1.141 -4.225 -2.456
H -0.352 -2.680 -3.509
H -1.999 -1.487 -4.527
H -1.984 0.277 -4.275
H -3.073 -0.714 -3.338
H -1.780 3.623 1.141
H -3.422 5.428 1.625
H -5.245 5.882 0.021
H -5.472 4.508 -2.016
H -3.817 2.709 -2.489
C -3.168 -3.258 -1.496
C -3.919 -3.076 -0.183
C -5.261 -2.392 -0.413
C -4.117 -4.416 0.521
O -3.153 -2.176 0.644
Si -1.902 -2.348 1.641
S -0.648 -0.585 1.436
O -1.064 -3.677 1.283
C -0.046 -4.456 1.941
C 1.139 -3.561 2.287
C -0.629 -5.093 3.199
C 0.357 -5.529 0.937
O -2.255 -2.304 3.212
C -3.080 -1.507 4.084
C -4.410 -2.238 4.232
C -2.342 -1.443 5.416
C -3.301 -0.104 3.528
H -3.762 -3.839 -2.202
H -2.222 -3.770 -1.311
H -2.954 -2.280 -1.927
H -5.849 -2.953 -1.140
H -5.104 -1.380 -0.787
H -5.823 -2.335 0.520
H -4.690 -5.094 -0.112
H -4.652 -4.272 1.461
H -3.150 -4.865 0.738
H 0.832 -2.806 3.013
H 1.495 -3.047 1.393
H 1.950 -4.154 2.711
H -0.969 -4.316 3.881
H 0.124 -5.705 3.696
H -1.481 -5.723 2.940
H 0.741 -5.067 0.026
H -0.508 -6.142 0.678
H 1.127 -6.173 1.362
H -4.240 -3.240 4.627
H -4.896 -2.321 3.259
H -5.068 -1.698 4.913
H -2.203 -2.448 5.817
H -2.910 -0.851 6.134
H -1.364 -0.982 5.269
H -3.731 -0.163 2.525
H -2.357 0.436 3.468
H -3.983 0.448 4.175
N 1.546 3.682 0.097
C 1.372 3.057 1.272
S 1.874 1.439 1.451
N 0.897 3.815 2.268
C 0.325 3.484 3.529
C 0.661 2.361 4.275
C 0.024 2.136 5.487
C -0.927 3.021 5.967
C -1.251 4.148 5.226
C -0.629 4.378 4.012
H 1.650 3.089 -0.719
H 1.109 4.578 -0.059
H 0.699 4.771 2.006
H 1.409 1.674 3.922
H 0.284 1.258 6.063
H -1.409 2.840 6.919
H -1.992 4.846 5.590
H -0.887 5.256 3.429
O 1.736 1.471 -1.973
P 3.174 1.367 -2.452
C 4.356 1.115 -1.113
C 4.598 -0.180 -0.659
C 5.388 -0.382 0.460
C 5.922 0.707 1.135
C 5.681 1.998 0.685
C 4.899 2.206 -0.439
C 3.361 0.048 -3.662
C 4.597 -0.533 -3.935
C 4.706 -1.464 -4.954
C 3.588 -1.808 -5.705
C 2.358 -1.224 -5.437
C 2.244 -0.288 -4.421
C 3.638 2.868 -3.337
C 2.645 3.622 -3.956
C 2.994 4.725 -4.720
C 4.328 5.081 -4.857
C 5.320 4.328 -4.242
C 4.979 3.214 -3.493
H 4.148 -1.021 -1.176
H 5.581 -1.386 0.813
H 6.522 0.549 2.021
H 6.099 2.846 1.212
H 4.699 3.211 -0.785
H 5.466 -0.263 -3.347
H 5.663 -1.918 -5.171
H 3.674 -2.542 -6.496
H 1.489 -1.491 -6.024
H 1.292 0.174 -4.196
H 1.605 3.342 -3.833
H 2.227 5.309 -5.210
H 4.598 5.949 -5.442
H 6.359 4.611 -4.345
H 5.750 2.618 -3.021

***

No. 3
122
Properties=species:S:1:pos:R:3 method="wB97M-V/def2-TZVPD" e_above_lowest_ev=0.063 fmax_ev_per_a=0.61 total_charge=+2 multiplicity=2
Ir 0.271 -0.105 -0.868
C -5.172 -1.271 -1.107
C -3.874 -1.496 -0.318
C -4.224 -1.917 1.111
C -3.003 -2.513 -1.038
C -3.374 -3.852 -0.959
C -2.713 -4.833 -1.678
C -1.685 -4.474 -2.530
C -1.277 -3.147 -2.645
C -0.239 -2.781 -3.690
C 0.880 -3.813 -3.844
C -0.938 -2.537 -5.033
C -1.903 -2.168 -1.853
N -1.398 -0.820 -1.845
C -2.093 0.091 -2.539
O -3.028 -0.107 -3.298
C -1.642 1.506 -2.271
C -2.157 2.509 -3.077
C -1.736 3.803 -2.876
C -0.930 4.056 -1.776
C -0.514 3.020 -0.957
N -0.787 1.725 -1.256
C -0.012 3.502 0.391
O 0.184 4.687 0.555
N 0.284 2.634 1.416
C -0.178 2.786 2.676
C -1.592 2.882 2.934
C -2.025 2.898 4.245
C -1.124 2.872 5.301
C 0.244 2.859 5.053
C 0.752 2.820 3.769
C 2.263 3.008 3.644
C 2.793 3.714 2.399
C 3.010 1.693 3.905
C -2.611 2.912 1.817
C -3.069 4.351 1.550
C -3.816 2.012 2.099
H -5.774 -0.494 -0.631
H -5.762 -2.190 -1.117
H -4.968 -0.982 -2.134
H -3.346 -0.536 -0.287
H -4.882 -2.785 1.116
H -4.759 -1.118 1.621
H -3.344 -2.178 1.707
H -4.218 -4.136 -0.342
H -3.026 -5.866 -1.604
H -1.206 -5.233 -3.136
H 0.215 -1.835 -3.401
H 0.536 -4.705 -4.369
H 1.287 -4.144 -2.883
H 1.696 -3.392 -4.433
H -1.395 -3.460 -5.394
H -0.218 -2.199 -5.781
H -1.725 -1.788 -4.934
H -2.849 2.217 -3.854
H -2.061 4.608 -3.520
H -0.654 5.060 -1.492
H -3.085 2.938 4.458
H -1.487 2.904 6.320
H 0.931 2.943 5.887
H 2.502 3.667 4.482
H 2.206 4.597 2.156
H 3.821 4.029 2.587
H 2.808 3.068 1.520
H 4.061 1.790 3.623
H 2.964 1.403 4.956
H 2.563 0.884 3.321
H -2.145 2.517 0.915
H -3.567 4.754 2.433
H -3.785 4.367 0.727
H -2.236 5.009 1.304
H -4.466 2.432 2.867
H -3.504 1.019 2.426
H -4.416 1.904 1.195
N 2.974 -2.340 3.512
C 1.834 -2.730 2.586
C 2.297 -2.552 1.155
C 1.203 -3.002 0.179
N 1.105 -2.051 -0.956
C -0.159 -3.160 0.856
C -0.499 -2.046 1.840
N -0.790 -0.782 1.120
C 0.630 -1.846 2.879
H 3.744 -3.011 3.453
H 3.346 -1.422 3.248
H 2.670 -2.291 4.488
H 1.621 -3.774 2.818
H 3.237 -3.073 0.959
H 2.487 -1.493 0.996
H 1.476 -3.975 -0.236
H 0.462 -2.493 -1.615
H 1.992 -1.993 -1.457
H -0.181 -4.117 1.384
H -0.940 -3.233 0.097
H -1.392 -2.348 2.390
H -0.893 -0.009 1.777
H -1.707 -0.881 0.685
H 0.252 -2.042 3.885
H 0.949 -0.802 2.859
N 1.875 0.786 0.257
C 3.248 0.532 -0.095
C 4.181 0.318 0.912
C 5.496 0.013 0.604
C 5.864 -0.076 -0.732
C 4.933 0.173 -1.726
C 3.603 0.510 -1.436
C 2.655 0.822 -2.542
C 3.221 1.452 -3.658
C 2.527 1.612 -4.840
C 1.249 1.089 -4.927
C 0.660 0.517 -3.809
C 1.299 0.420 -2.565
H 1.742 0.626 1.251
H 1.662 1.778 0.176
H 3.874 0.461 1.947
H 6.227 -0.136 1.388
H 6.881 -0.326 -1.001
H 5.237 0.097 -2.760
H 4.233 1.830 -3.588
H 2.985 2.114 -5.680
H 0.694 1.138 -5.855
H -0.342 0.141 -3.938

***

| no. | calculated total energy (a.u.) |
| --- | --- |
| 1 | -10743.3040 |
| 2 | -4083.0206 |
| 3 | -2542.6757 |